Below is C2H4N4O in the gas phase, with properties calculated with wB97M-V/def2-TZVPD.

Geometry as XYZ:
```
11
Properties=species:S:1:pos:R:3:forces:R:3:lowdin_charge:R:1
N -1.11395 0.21998 -1.26707 -3.38 3.64 -2.68 -0.026
N -0.16898 0.67709 -0.39191 1.91 -1.03 0.79 -0.187
C 0.94404 -0.21433 -0.70715 -0.11 1.02 -4.98 -0.230
N 1.63613 -0.77880 0.13486 -1.32 0.77 3.85 0.173
C 0.87315 -0.34974 1.36250 2.38 -3.39 4.07 -0.405
O 1.32397 -0.77954 2.47302 -2.81 2.73 -3.94 0.008
N -0.38870 0.27243 1.01040 1.33 0.46 1.18 0.089
H -1.82162 1.04469 -1.67647 2.36 -3.05 2.02 0.175
H -1.55763 -0.55892 -0.85524 -1.23 -0.93 0.13 0.062
H 1.13561 -0.47716 -1.81382 -0.69 1.15 1.66 0.151
H -0.86201 0.94428 1.73088 1.58 -1.35 -2.10 0.189
```
Forces are in eV/Å.

The HOMO energy is -9.9 eV. As for the SMILES: Nn1cnc(=O)[nH]1. Its multiplicity is 1. Its gap between HOMO and LUMO is 10.44 eV. The calculation puts the energy above the lowest of the compared OMol25 structures with the same formula, charge and spin at 3.7093 eV. The charge is 0.

Below is a molecular structure, C2H4N4O2, with properties calculated with wB97M-V/def2-TZVPD.

Geometry as XYZ:
```
12
Properties=species:S:1:pos:R:3:forces:R:3:lowdin_charge:R:1
C -0.20307 1.53768 -0.24508 0.18 5.86 0.13 -0.371
C -0.51113 0.13523 -0.50678 -5.39 4.02 -9.55 -0.483
H 1.48690 -1.07790 -0.34173 0.06 -0.74 0.23 0.088
H 1.10845 -2.42544 0.76492 -2.17 3.53 -2.04 0.189
H -0.67246 0.79528 2.05013 3.88 -2.16 -2.36 0.259
H -1.23652 -0.95715 -1.97691 0.00 -1.64 0.05 0.043
N 0.69210 -1.61367 0.03245 2.29 -2.82 0.95 0.055
N -0.21729 -0.62554 0.43703 3.04 -4.71 7.47 -0.206
N 0.35214 0.21022 1.46794 -2.44 3.36 1.28 0.104
N -1.03227 -0.03934 -1.68172 1.01 1.57 1.66 0.235
O 0.95659 1.43828 0.59760 -2.81 -1.41 0.81 -0.028
O -0.72344 2.62234 -0.59785 2.36 -4.85 1.38 0.115
```
Forces are in eV/Å.

The HOMO energy is -10.4 eV. Its multiplicity is 1. Its gap between HOMO and LUMO is 10.20 eV. The calculation puts the energy above the lowest of the compared OMol25 structures with the same formula, charge and spin at 6.0296 eV. The charge is 0.

Below is C2H4N4O2 in the gas phase, with properties calculated with wB97M-V/def2-TZVPD.

Geometry as XYZ:
```
12
Properties=species:S:1:pos:R:3:forces:R:3:lowdin_charge:R:1
C -2.87440 -0.53715 1.23413 1.86 2.37 5.04 -0.165
N -1.98701 0.37376 0.45558 1.11 -3.02 -3.24 -0.127
N -0.57962 0.40873 0.94178 0.28 -0.94 -2.19 0.087
C 0.41843 0.12847 0.15749 -4.20 1.10 2.06 -0.400
O 0.42647 -0.39360 -1.14357 -6.10 0.05 2.16 0.040
N 1.56617 -0.31259 -1.60789 7.62 1.09 1.03 0.012
N 2.39310 0.11237 -0.70651 -0.67 -0.48 -2.78 0.102
O 1.67097 0.46503 0.43782 0.42 -0.80 -0.64 0.062
H -2.60030 -1.58784 1.59765 0.46 1.76 -0.30 0.096
H -3.42118 0.16179 2.09346 1.91 -2.09 -1.51 0.130
H -3.65798 -0.67824 0.66236 -3.89 -0.79 -3.29 -0.018
H -2.11274 -0.09087 -0.63795 1.20 1.75 3.66 0.180
```
Forces are in eV/Å.

The HOMO energy is -9.1 eV. As for the SMILES: CNN=c1onno1. Its multiplicity is 1. Its gap between HOMO and LUMO is 9.37 eV. The calculation puts the energy above the lowest of the compared OMol25 structures with the same formula, charge and spin at 6.1332 eV. The charge is 0.

Below is C2H4N4S in the gas phase, with properties calculated with wB97M-V/def2-TZVPD.

Geometry as XYZ:
```
11
Properties=species:S:1:pos:R:3:forces:R:3:lowdin_charge:R:1
H 3.07364 -0.16235 -0.96788 -2.30 -1.81 1.80 0.110
N 2.38803 -0.88989 -0.46714 0.59 0.89 -1.13 0.094
C 1.24178 -0.39417 -0.23338 1.37 0.99 -0.01 -0.451
N 0.99246 1.04389 -0.40368 -0.18 -1.03 0.30 0.130
C -0.18988 1.16807 -0.02222 -4.40 1.72 1.65 -0.241
N -0.92674 -0.04503 0.34744 -0.15 2.80 -0.41 -0.545
S -2.35862 -0.43662 -0.60086 -1.92 1.73 3.24 0.652
N 0.05998 -0.96620 0.32412 2.00 0.37 -3.97 -0.007
H -0.86002 2.08943 0.32023 1.93 -1.53 -1.62 0.159
H -3.37825 0.08260 0.60844 2.23 -1.38 -2.92 0.007
H -0.04237 -1.48974 1.09492 0.84 -2.76 3.08 0.091
```
Forces are in eV/Å.

The HOMO energy is -8.8 eV. As for the SMILES: [H]/N=c1\ncn(S)[nH]1. Its multiplicity is 1. Its gap between HOMO and LUMO is 8.67 eV. The calculation puts the energy above the lowest of the compared OMol25 structures with the same formula, charge and spin at 3.8455 eV. The charge is 0.

Below is a molecular structure, C2H4N5, with properties calculated with wB97M-V/def2-TZVPD.

Geometry as XYZ:
```
11
Properties=species:S:1:pos:R:3:forces:R:3:lowdin_charge:R:1
C 1.14249 0.82905 -0.12765 -2.46 -0.33 1.07 -0.307
C -2.02187 -0.58045 0.57649 1.72 -2.95 -1.34 -0.281
N 1.96715 0.56783 0.86429 -0.84 0.28 -0.27 -0.103
N 1.59978 0.74330 -1.35846 -2.15 0.85 0.36 -0.105
N 3.09802 0.37879 0.18611 0.53 0.23 -0.96 -0.164
N 2.83526 0.52329 -1.11510 4.33 -1.28 -0.18 -0.203
N -1.44973 0.26783 -0.39707 0.55 1.45 -1.22 -0.033
H -2.73946 -0.09833 1.18653 -0.99 0.50 0.34 0.027
H -2.41728 -1.56706 0.05266 0.37 1.67 1.23 0.098
H -1.18904 -0.89749 1.23813 -0.43 -0.26 0.02 0.068
H -0.82533 -0.16677 -1.10593 -0.63 -0.17 0.95 0.004
```
Forces are in eV/Å.

The HOMO energy (alpha / beta) is -4.7 / -4.6 eV. Its multiplicity is 1. Its gap between HOMO and LUMO (alpha / beta) is 8.65 / 8.13 eV. The calculation puts the energy above the lowest of the compared OMol25 structures with the same formula, charge and spin at 4.5568 eV. The charge is -1.

Below is C2H4N6 in the gas phase, with properties calculated with wB97M-V/def2-TZVPD.

Geometry as XYZ:
```
12
Properties=species:S:1:pos:R:3:forces:R:3:lowdin_charge:R:1
N 2.36045 0.05481 -0.17111 -1.92 -1.13 1.53 0.019
N 1.43760 -0.99929 -0.03723 -0.58 1.25 -0.15 0.052
C 0.24292 -0.55159 0.13964 1.21 -1.75 0.92 -0.384
C -0.12992 0.80381 0.40813 -3.20 -0.02 -0.37 -0.105
N -1.35709 1.10219 0.07930 -0.34 -0.21 0.45 0.067
N -2.14894 0.07788 -0.45502 3.37 0.57 -0.31 -0.045
N -1.95116 -1.20251 -0.04611 0.60 -0.37 1.11 -0.007
N -0.82667 -1.51274 0.37390 0.79 -0.03 -1.11 0.077
H 3.20847 -0.29305 -0.49247 1.47 -0.41 -0.88 0.055
H 1.95536 0.82912 -0.64030 0.24 0.78 -0.64 0.060
H 0.29919 1.46335 1.14878 0.65 0.24 -0.48 0.120
H -3.09021 0.22802 -0.30751 -2.29 1.10 -0.08 0.090
```
Forces are in eV/Å.

The HOMO energy is -8.8 eV. As for the SMILES: N/N=c1\cn[nH]nn1. Its multiplicity is 1. Its gap between HOMO and LUMO is 8.81 eV. The calculation puts the energy above the lowest of the compared OMol25 structures with the same formula, charge and spin at 3.0640 eV. The charge is 0.

Below is C2H4N6 in the gas phase, with properties calculated with wB97M-V/def2-TZVPD.

Geometry as XYZ:
```
12
Properties=species:S:1:pos:R:3:forces:R:3:lowdin_charge:R:1
H 1.85912 2.14239 -1.36774 -2.40 -1.75 1.18 0.104
N 1.01211 1.57488 -0.92273 2.15 1.14 -0.46 0.027
C 0.96924 0.37615 -1.37937 0.10 0.36 -2.52 -0.343
N 0.02621 -0.61566 -1.12742 1.81 0.70 -0.04 0.090
C -0.37875 -0.52120 0.08500 -0.91 -1.60 -0.42 -0.444
N -1.11362 -1.47170 0.71715 -0.12 -0.13 -0.26 0.094
N -1.53132 -1.02234 1.90109 0.24 0.26 1.03 0.011
N -1.03779 0.12662 2.06341 -0.92 0.01 1.45 0.019
N -0.29172 0.42821 1.00661 -0.26 -0.14 -0.02 0.092
H 1.62427 0.10455 -2.22127 -0.01 -0.13 0.33 0.101
H -1.16091 -2.44723 0.50636 -0.24 -0.18 -0.32 0.154
H 0.02315 1.32531 0.73891 0.56 1.45 0.04 0.096
```
Forces are in eV/Å.

The HOMO energy is -9.0 eV. As for the SMILES: [H]/N=C/N=c1[nH]nn[nH]1. Its multiplicity is 1. Its gap between HOMO and LUMO is 9.97 eV. The calculation puts the energy above the lowest of the compared OMol25 structures with the same formula, charge and spin at 0.8030 eV. The charge is 0.

Below is C2H4N6 in the gas phase, with properties calculated with wB97M-V/def2-TZVPD.

Geometry as XYZ:
```
12
Properties=species:S:1:pos:R:3:forces:R:3:lowdin_charge:R:1
H 0.34496 -0.20607 -2.23917 0.62 2.03 -1.22 -0.003
N 0.01105 -1.04185 -1.88439 -0.48 -3.54 2.07 0.145
C -0.05985 -0.94343 -0.62520 -0.38 3.28 -0.51 -0.280
N -0.47171 -1.93326 0.39802 2.00 0.08 -4.48 0.067
N -0.86986 -1.50990 1.44425 -1.93 1.50 3.46 0.021
C -0.87182 -0.12700 1.79207 -0.05 -2.96 -0.36 -0.191
N -0.18784 0.71906 1.18838 0.09 2.36 -1.60 0.066
N 0.06801 0.53286 -0.10842 0.27 -2.11 2.63 -0.179
N 0.99536 1.54330 -0.51771 -1.52 -1.42 -2.87 0.065
H -1.28495 0.12672 2.70657 -0.53 0.07 1.77 0.078
H 0.48836 1.85278 -1.42524 1.97 -0.19 1.55 0.121
H 1.83829 0.98677 -0.72917 -0.07 0.90 -0.43 0.091
```
Forces are in eV/Å.

The HOMO energy is -9.2 eV. As for the SMILES: [H]/N=c1/nncnn1N. Its multiplicity is 1. Its gap between HOMO and LUMO is 8.65 eV. The calculation puts the energy above the lowest of the compared OMol25 structures with the same formula, charge and spin at 3.8476 eV. The charge is 0.

Below is C2H4N6 in the gas phase, with properties calculated with wB97M-V/def2-TZVPD.

Geometry as XYZ:
```
12
Properties=species:S:1:pos:R:3:forces:R:3:lowdin_charge:R:1
N 2.41884 0.01360 -0.12606 -4.53 1.29 1.46 0.040
N 1.33737 -0.96780 -0.15616 -0.19 0.57 1.36 0.027
C 0.26484 -0.51966 0.33121 -2.04 -1.65 0.78 -0.329
C -0.23239 0.80212 0.74774 -1.76 -0.17 -0.99 -0.082
N -1.39795 1.12178 0.10107 3.54 -0.41 2.47 0.005
N -1.95783 0.08551 -0.58468 -1.97 2.72 -1.48 -0.128
N -2.03831 -1.16956 0.03662 1.21 -0.47 -0.15 -0.040
N -0.97933 -1.60418 0.53951 0.70 2.91 -1.29 0.090
H 3.06180 -0.44065 -0.61854 3.82 -2.17 -2.38 0.004
H 2.06529 0.72340 -0.75858 0.31 0.65 0.11 0.078
H 0.28791 1.37963 1.60688 -1.34 -0.54 -1.95 0.137
H -2.83024 0.57581 -1.11901 2.25 -2.71 2.07 0.198
```
Forces are in eV/Å.

The HOMO energy is -9.2 eV. As for the SMILES: N/N=c1\cn[nH]nn1. Its multiplicity is 1. Its gap between HOMO and LUMO is 9.34 eV. The calculation puts the energy above the lowest of the compared OMol25 structures with the same formula, charge and spin at 4.4293 eV. The charge is 0.

Below is 2 unconnected molecules or ions with the total composition C2H4N6O2, with properties calculated with wB97M-V/def2-TZVPD.

Geometry as XYZ:
```
14
Properties=species:S:1:pos:R:3:forces:R:3:lowdin_charge:R:1
C 2.27239 1.15102 -0.03881 0.11 0.44 0.44 -0.449
C -0.64751 -0.90493 0.59197 0.66 1.11 -1.89 -0.511
N 2.73335 1.24865 1.03868 0.29 0.11 0.68 0.158
N -1.73918 -1.56522 0.59211 -1.82 -1.36 1.39 0.266
N 0.37153 -1.21826 1.40287 0.14 -0.12 0.10 0.182
N 1.77274 0.86138 -1.14260 0.14 -0.98 -1.51 0.201
N -0.44072 0.19268 -0.19359 1.70 0.46 1.95 0.175
N -1.24086 0.73255 -1.09879 -0.91 -0.58 -0.33 -0.441
O -2.39677 0.37227 -1.19389 -0.82 0.03 -0.17 0.065
O -0.74286 1.60953 -1.78092 0.00 0.31 -0.45 0.043
H -2.48447 -1.38923 -0.06589 0.48 0.15 -0.60 0.069
H 0.23920 -1.95074 2.07797 -0.06 0.04 -0.03 0.117
H 1.15609 -0.59413 1.49474 0.07 0.04 -0.05 0.073
H 1.14706 1.45442 -1.68385 0.01 0.36 0.46 0.053
```
Forces are in eV/Å.

The HOMO energy (alpha / beta) is -10.5 / -10.3 eV. Its multiplicity is 1. Its gap between HOMO and LUMO (alpha / beta) is 8.09 / 6.61 eV. The calculation puts the energy above the lowest of the compared OMol25 structures with the same formula, charge and spin at 4.2793 eV. The charge is 0.

Max |F| in eV Å⁻¹, matching the order above: 5.81 11.68 7.77 5.00 4.52 3.43 3.20 4.91 5.00 2.66
Energy in eV, matching the order above: -10143.4255 -12187.4581 -12187.3545 -18930.7056 -9584.7196 -11075.1514 -11077.4124 -11074.3679 -11073.7861 -15166.7890